[1]
ORCA calculation (the ωB97M-V functional and the def2-TZVPD basis) on a gas-phase ion, C27H30F5N4O (charge +1).

Output
**Highest occupied orbital energy**: -10.888 eV
**F_max**: 2.8 eV/A
**LUMO**: -0.10092 hartree
**E_tot**: -1840.2066 hartree
**SMILES string**: CC1=[NH+]CCCN1[C@H](/C=C/N1[C@H](Cc2c(F)c(F)c(F)c(F)c2F)C(=O)N(C)C1(C)C)c1ccccc1

ORCA input file:
```
! wB97M-V def2-TZVPD RIJCOSX def2/J DEFGRID3
* xyz 1 1
C -1.57757 -0.67364 -0.97223
C -2.22904 -1.34956 -2.13873
N -3.20262 -0.66254 -2.71945
C -3.84073 -0.96759 -3.98602
C -3.06513 -2.06363 -4.65275
C -2.66284 -3.12105 -3.66078
N -1.85315 -2.57497 -2.57651
C -1.21981 -3.55967 -1.70802
C 0.03755 -3.13156 -0.99052
C 0.09513 -2.77272 0.31881
N 1.12879 -2.09553 0.90643
C 0.90241 -1.29670 2.11091
C -0.05809 -0.14496 1.88000
C -0.15972 0.77445 3.05422
C 0.47598 2.01722 3.06228
F 1.16626 2.40927 1.95962
C 0.45040 2.85279 4.17486
F 1.09818 4.03709 4.16119
C -0.26499 2.45694 5.30887
F -0.31564 3.25974 6.38718
C -0.94854 1.23863 5.31322
F -1.66668 0.87002 6.39539
C -0.88651 0.41720 4.19065
F -1.54810 -0.77296 4.20763
C 2.32397 -0.83731 2.45588
O 2.67478 -0.23559 3.46781
N 3.14543 -1.25331 1.44840
C 4.55305 -0.94673 1.46197
C 2.50584 -2.04181 0.39609
C 2.65199 -1.28956 -0.93777
C 3.09063 -3.46387 0.29969
C -0.92030 -4.81059 -2.56040
C -1.86153 -5.85062 -2.64903
C -1.64515 -6.90574 -3.54072
C -0.41804 -7.02895 -4.20408
C 0.54349 -6.02743 -4.05807
C 0.24580 -4.86623 -3.33321
H -1.83003 0.39465 -0.95270
H -1.90369 -1.11063 -0.01840
H -0.48580 -0.73420 -1.06197
H -3.50409 0.17373 -2.24148
H -3.85911 -0.06893 -4.60670
H -4.87859 -1.26104 -3.79053
H -2.17319 -1.66201 -5.14565
H -3.67498 -2.52326 -5.43659
H -2.09718 -3.85140 -4.23750
H -3.54911 -3.62746 -3.23915
H -1.93086 -3.83814 -0.89667
H 0.97168 -3.24888 -1.53317
H -0.75824 -2.95955 0.99032
H 0.51456 -1.90665 2.95714
H 0.27764 0.42681 1.00342
H -1.04481 -0.57539 1.66815
H 4.73899 -0.18453 2.22029
H 5.14051 -1.84090 1.70168
H 4.87329 -0.56714 0.48739
H 2.31614 -0.24738 -0.81919
H 3.71798 -1.28749 -1.20511
H 2.09194 -1.76233 -1.74872
H 3.16878 -3.88580 1.31058
H 2.44802 -4.10647 -0.31179
H 4.09121 -3.42624 -0.14629
H -2.77475 -5.81068 -2.04540
H -2.42773 -7.64683 -3.70519
H -0.21926 -7.88883 -4.85264
H 1.51862 -6.10308 -4.54749
H 0.92854 -4.02058 -3.37547
*
```


[2]
ORCA calculation (the ωB97M-V functional and the def2-TZVPD basis) on a molecular structure, C27H30F5N5O5SSeTeW.

Output
**Highest occupied orbital energy (alpha / beta)**: -1.740 / -2.470 eV
**<S²>**: 2.01
**F_max**: 2.0 eV/A
**LUMO (alpha / beta)**: 0.15849 / 0.12324 hartree
**E_tot**: -5330.9987 hartree

ORCA input file:
```
! wB97M-V def2-TZVPD RIJCOSX def2/J DEFGRID3
* xyz -2 3
W 0.49725 0.90590 0.57614
C 2.35212 -2.16665 -0.05960
C 1.76801 -2.57285 -1.40974
C 0.90727 -1.48296 -2.05816
N -0.01144 -0.80805 -1.15257
C -1.20807 -1.28591 -0.97599
C -1.62363 -2.55709 -1.50314
C -2.82725 -3.21132 -1.50780
C -4.06040 -2.87746 -0.94006
C -4.30229 -1.72699 -0.22454
C -3.48020 -0.63903 0.04432
C -2.13933 -0.35465 -0.27735
N -1.61561 0.83497 -0.00906
C -2.52958 1.94892 0.19727
C -1.84735 3.29030 -0.02206
C -1.01514 3.26243 -1.28870
N 0.20391 2.47673 -1.13927
C 0.96239 2.37370 -2.19503
C 0.58804 2.75130 -3.51273
C 1.35064 2.92532 -4.65681
C 2.72314 3.00305 -4.81851
C 3.64538 2.77616 -3.79156
C 3.46240 2.21208 -2.55501
C 2.26584 1.72834 -1.92000
N 2.25311 0.79924 -1.01404
C 3.52560 0.09746 -0.82074
C 3.56249 -1.23563 -0.05540
H 2.63366 -3.05983 0.50252
H 1.54366 -1.72911 0.51964
H 1.15722 -3.46432 -1.23626
H 2.55052 -2.85049 -2.12730
H 0.36675 -1.90053 -2.91561
H 1.55526 -0.71210 -2.46515
H -0.83064 -3.10392 -1.99169
H -2.80544 -4.16848 -2.02391
H -4.87032 -3.58767 -1.05001
H -5.29900 -1.64101 0.20067
H -3.95323 0.12832 0.64125
H -2.98997 1.92095 1.19165
H -3.33512 1.84441 -0.54316
H -1.21863 3.55002 0.82453
H -2.62480 4.05414 -0.12201
H -0.73380 4.27860 -1.59090
H -1.64480 2.85263 -2.09333
H -0.47382 2.90183 -3.65194
H 0.76466 3.11498 -5.55359
H 3.10759 3.28948 -5.78965
H 4.67758 3.02835 -4.02323
H 4.35609 2.08742 -1.95874
H 4.22322 0.77569 -0.31919
H 3.92328 -0.08251 -1.82653
H 3.82452 -1.04586 0.98581
H 4.41813 -1.77659 -0.47544
O 1.90506 3.83652 2.80726
S 1.70018 2.42777 2.63249
O 1.18974 1.53765 3.70589
O 0.22698 2.44235 1.77207
O 2.27253 1.70136 1.29829
Se -1.84227 0.58170 3.43254
C -2.69692 -1.09388 3.42550
C -4.07106 -1.21960 3.63607
C -4.64215 -2.47966 3.61673
N -3.96845 -3.60915 3.40514
C -2.65443 -3.47118 3.20051
C -1.97355 -2.26647 3.19984
H -4.69113 -0.34804 3.80972
H -5.71257 -2.58395 3.77684
H -2.10224 -4.38967 3.02819
H -0.90302 -2.22830 3.04290
F 2.92646 -0.25911 5.11276
Te 2.38635 -0.58302 3.33391
F 4.26605 -1.20502 3.34056
F 3.37295 2.01618 3.26598
F 0.78672 -1.01608 4.34541
F 2.20405 -2.50186 3.15118
O 0.29084 -0.46025 1.64191
*
```


[3]
ORCA calculation (the ωB97M-V functional and the def2-TZVPD basis) on a molecular structure, C27H30N10S4V.

Output
**Highest occupied orbital energy (alpha / beta)**: -13.594 / -13.606 eV
**<S²>**: 3.76
**Relative energy (zero: lowest compared OMol25 entry of this formula, charge and spin)**: 21.2 kcal/mol
**F_max**: 0.7 eV/A
**LUMO (alpha / beta)**: -0.23016 / -0.24459 hartree
**E_tot**: -4130.7673 hartree

ORCA input file:
```
! wB97M-V def2-TZVPD RIJCOSX def2/J DEFGRID3
* xyz 2 4
V 0.67462 0.21749 0.11534
C 1.02368 2.40586 -3.84045
C 1.28968 2.09829 -2.51142
N 1.10877 0.86846 -2.03195
C 0.67434 -0.07336 -2.89861
C 0.38082 0.26727 -4.21323
N 0.54784 1.49707 -4.68101
C 0.63630 -1.45504 -2.36689
C 0.55350 -2.61153 -3.11964
C 0.75753 -3.84131 -2.48733
C 1.14183 -3.84043 -1.14366
C 1.20589 -2.63890 -0.46148
N 0.85504 -1.49946 -1.05446
C 1.81221 -2.42776 0.87384
C 2.23971 -3.45412 1.69904
N 2.90818 -3.22499 2.82453
C 3.15783 -1.96299 3.13124
C 2.69773 -0.91008 2.34467
N 2.02065 -1.13246 1.22416
C 0.64996 -5.10985 -3.23813
C 1.08733 -5.21093 -4.55390
C 0.96164 -6.43133 -5.20139
N 0.43139 -7.51110 -4.63585
C 0.01060 -7.40647 -3.37956
C 0.10279 -6.23811 -2.63713
H 1.19292 3.40381 -4.22480
H 1.65865 2.85124 -1.82576
H -0.00306 -0.47042 -4.90713
H 0.35354 -2.57533 -4.18096
H 1.43812 -4.76556 -0.67060
H 2.04296 -4.48981 1.45267
H 3.73066 -1.77044 4.02966
H 2.86705 0.12196 2.61989
H 1.55181 -4.37772 -5.06534
H 1.30702 -6.54529 -6.22206
H -0.42378 -8.29770 -2.94242
H -0.27631 -6.21143 -1.62351
C -3.74541 3.06726 -0.75870
C -3.47340 1.88145 0.08651
N -4.33825 1.21086 0.77350
N -3.61970 0.20845 1.36314
C -2.32755 0.22485 1.05473
S -1.08895 -0.82854 1.54546
N -2.22201 1.29823 0.22677
N -0.98919 1.75856 -0.26984
H -4.79359 3.33419 -0.65449
H -3.55043 2.84941 -1.81083
H -3.12711 3.91516 -0.45928
H -4.08834 -0.47177 1.94219
H -0.79226 2.64873 0.22441
H -1.12498 1.98842 -1.25348
C -2.10871 3.82955 3.10333
C -1.44058 5.06187 2.47052
S -0.46061 4.78535 0.96353
C 1.23557 4.60401 1.57672
C 1.43154 3.59123 2.69259
S 0.80578 1.93976 2.25786
C 0.41528 1.25453 3.89688
C -0.98772 1.55636 4.40095
S -1.39981 3.29500 4.69730
H -2.06426 2.97736 2.42365
H -3.15852 4.05479 3.28630
H -0.80896 5.59391 3.18323
H -2.20686 5.77081 2.15810
H 1.58344 5.57677 1.92596
H 1.82967 4.35547 0.69433
H 0.87631 3.88834 3.58025
H 2.48811 3.52072 2.95193
H 1.16629 1.64126 4.58762
H 0.55667 0.17647 3.82169
H -1.09861 1.07367 5.37422
H -1.74231 1.11998 3.74654
*
```